Computed, not measured: a molecular structure, C4H13N3O, with ωB97M-V with the def2-TZVPD basis set.

Calculated values
- LUMO level (spin up / spin down) (eV) = -1.2861 / -0.0500
- calculated total energy (a.u.) = -399.5065
- energy relative to the best compared isomer or geometry (same formula, charge and spin) (kcal/mol) = 151.1
- HOMO (spin up / spin down) (eV) = -7.12 / -8.87

```
21
Properties=species:S:1:pos:R:3:forces:R:3:mulliken_charge:R:1
C -1.111 -0.129 -0.224 0.8 1.2 0.0 0.96
C 1.991 1.415 -0.494 0.2 1.0 -0.2 -0.44
H -0.124 -2.357 1.136 0.1 0.0 0.0 0.37
H 0.456 -1.334 -1.073 0.1 0.0 0.0 0.38
H -1.576 -0.403 1.861 0.0 0.0 0.0 0.39
N 0.448 -0.818 -0.197 -0.8 0.9 -0.2 -0.50
H -0.533 0.999 1.529 0.0 0.1 0.0 0.37
H 1.593 -2.357 0.677 0.0 0.0 0.1 0.37
H 2.840 1.173 -1.159 -0.1 -0.2 0.0 0.34
H -0.882 0.752 -2.122 -0.2 0.3 0.2 0.19
C 0.739 -1.725 0.921 -0.1 0.0 0.0 -0.99
H -1.252 1.893 -0.872 0.0 -0.2 -0.2 0.23
N -0.903 0.985 -1.138 -0.2 -1.1 0.3 -0.34
H -1.824 -1.324 -1.590 -0.1 0.2 0.0 0.23
H 1.476 0.150 -0.322 -1.1 -0.3 0.0 0.36
O 1.067 2.168 -0.971 0.9 -0.5 0.4 -0.43
C -1.381 0.415 1.173 0.4 -0.1 -0.1 -1.65
H 0.963 -1.134 1.809 0.1 0.0 -0.1 0.29
H -2.264 1.051 1.142 0.0 0.0 0.0 0.42
N -2.030 -1.027 -0.633 0.2 -0.8 -0.1 -0.80
H 2.305 1.609 0.547 -0.1 -0.2 0.1 0.26
```
Positions in Å, forces in eV/Å.